Formula: C18H26N2O3
Source: the Open Molecules 2025 dataset
Level of theory: ωB97M-V/def2-TZVPD

As for the total charge: 0. The HOMO energy is -7.7010 eV. As for the HOMO-LUMO gap: 8.48 eV. Its LUMO energy is 0.7825 eV. The calculation puts the energy relative to the best compared isomer or geometry (same formula, charge and spin) at 455.0 kcal/mol. The calculation puts the total energy at -1036.07643 a.u.

Structure (XYZ):
```
49
Properties=species:S:1:pos:R:3:forces:R:3
H 3.152408 0.930492 1.671988 2.1 -3.0 4.8
N 1.948994 -1.346358 -1.469289 1.4 1.0 6.8
H -1.655470 1.135069 3.216595 -2.4 3.8 2.6
H -0.953281 -2.204946 -3.119560 -1.6 1.5 1.3
H 3.668405 2.023509 0.334956 -0.8 -1.7 1.4
C 1.271620 2.297895 -2.131112 -3.9 -4.5 3.4
C -0.956709 -2.429706 -1.134373 0.0 1.6 9.3
H 1.459094 2.070740 -3.100124 0.1 0.6 -3.4
C -1.783123 -0.275158 0.153939 3.2 -3.4 3.3
O -2.003599 0.338346 1.391777 -2.2 0.6 -1.1
H -0.264698 2.652307 1.913821 0.7 -0.5 -1.5
C -1.251169 0.543823 2.551924 3.6 -8.9 -2.2
C 2.846804 1.347314 0.860419 -0.9 9.2 -5.0
C -0.229663 -3.429010 1.541048 -0.2 1.0 -14.9
O -0.789145 -2.099730 1.412001 -0.6 -1.3 0.1
C -1.152966 -1.641283 0.200062 -1.3 1.2 -3.0
H 2.719693 -1.585853 1.693320 -2.5 -1.1 4.0
H 0.082694 2.234779 -1.840194 2.8 0.9 -1.1
C 3.157127 -1.548170 0.806405 0.0 -2.6 -4.9
C 0.383331 1.831088 1.328799 1.1 11.9 1.6
H 0.744751 -0.088335 1.486996 -2.0 1.2 2.6
H -1.239670 -0.614705 3.286709 0.0 3.3 -2.2
H -2.139817 0.232063 -3.159891 0.7 -2.5 3.1
H -0.775769 -4.375845 1.088129 0.3 2.3 0.9
H 4.126331 -1.284790 1.084325 2.0 0.9 -0.5
C -2.045378 0.343884 -1.094552 -2.1 5.4 10.0
O -2.609716 1.727393 -1.037802 5.0 -6.6 -5.8
H 1.753104 3.378532 0.490764 0.3 -0.4 1.7
C 2.382226 -0.718038 -0.122773 0.8 -7.7 -4.1
H 2.060031 2.883550 2.395771 -0.2 0.5 -1.2
H -2.708220 2.606227 0.690989 5.5 4.4 6.8
H 3.171133 -2.523051 0.165057 0.2 1.1 2.0
C 1.801217 0.980309 -1.531180 -0.5 -2.0 3.3
C -1.333932 -1.709827 -2.124399 1.0 -1.5 -6.2
C -3.167779 2.158006 0.037859 -12.6 -0.5 -3.7
C 1.808329 2.630782 1.338381 -0.8 -4.8 -1.7
H 1.050996 -0.670023 -2.956970 1.1 2.8 2.8
H -0.089635 1.783966 0.452241 -1.3 -0.2 -4.0
H 1.766915 3.098649 -1.722886 1.0 2.0 0.7
H -3.823465 2.905685 -0.600347 0.6 0.1 2.3
H -4.110093 1.625607 0.565792 2.4 0.1 -1.2
C 0.156175 0.807369 2.129878 4.4 -7.9 6.2
H 0.830405 1.004825 3.221129 -1.7 -0.9 -2.8
H -0.493683 -3.357813 -0.959357 0.5 -1.0 -0.9
H 0.814257 -3.392176 0.898194 -2.3 -0.3 1.7
C 2.298646 0.539375 -0.192494 -0.9 6.6 -2.4
C -1.885267 -0.474307 -2.006011 -0.6 1.0 -13.1
H -0.049365 -3.542953 2.402930 2.4 -1.6 12.0
N 1.493839 -0.269929 -1.970359 -1.9 -0.2 -7.8
```
Positions in Å, forces in eV/Å.

Formula: C8H16O4Rh
Source: the Open Molecules 2025 dataset
Level of theory: ωB97M-V/def2-TZVPD

Its spin multiplicity is 6. As for the total charge: +2. The HOMO energy (spin up / spin down) is -15.7612 / -16.9677 eV. As for the HOMO-LUMO gap (spin up / spin down): 9.35 / 5.73 eV. Its LUMO energy (spin up / spin down) is -6.4104 / -11.2327 eV. The calculation puts the total energy at -724.98200 a.u.

Structure (XYZ):
```
29
Properties=species:S:1:pos:R:3:forces:R:3
H 1.582737 -1.913499 1.066754 0.2 0.0 -0.7
O -1.783836 1.177568 0.168131 -0.7 0.0 -0.4
C 1.107311 -2.555003 0.317240 -1.8 -0.5 0.9
H 1.607675 -3.441997 -0.070877 0.0 0.2 0.5
H -3.588950 0.448491 -0.553462 0.2 0.0 0.2
C -0.231263 -2.478453 0.160727 1.9 -0.8 -1.5
H -1.881832 -1.000429 -1.478395 0.0 -0.1 0.2
H 3.343956 1.105784 -0.915793 -0.1 0.0 0.3
O -0.889552 -1.275580 0.317607 -1.0 -1.5 0.7
H -0.825697 -3.242401 -0.342604 0.1 0.2 0.1
H 2.205130 2.314785 -0.256835 0.0 -0.2 0.0
C -2.775388 0.149825 0.121346 -1.0 -0.7 0.0
O 1.332693 0.561954 -0.850515 0.5 0.8 -0.4
H -2.917606 2.520608 1.275415 0.2 0.0 -0.2
H -1.463230 3.174903 0.445224 -0.2 -0.1 0.0
H 3.435878 1.363993 1.629122 -0.5 -0.3 0.1
Rh 0.014728 0.493447 0.717095 0.0 1.6 1.1
C 2.674868 0.721453 1.146698 2.2 -0.2 -0.2
H 1.136540 -0.458372 -2.643049 -0.1 -0.1 0.3
C -2.117173 -1.098901 -0.409933 -0.7 -0.2 -0.5
H -2.927215 2.763488 -0.509252 0.2 -0.1 0.2
C 2.469661 1.249564 -0.268654 0.2 0.7 -0.2
H -2.772392 -1.964238 -0.253093 0.1 0.2 0.0
H -3.182881 -0.004413 1.130907 0.1 0.1 -0.2
O 1.479881 0.682368 1.851730 0.4 0.1 0.6
C 1.583674 -0.530454 -1.651603 0.7 -0.8 -1.4
H 3.109809 -0.297086 1.070239 -0.3 0.3 0.2
H 2.585049 -0.957185 -1.572725 -0.3 0.1 0.1
C -2.312578 2.489793 0.358541 -0.5 1.3 0.2
```
Positions in Å, forces in eV/Å.

Formula: C20H60N2O9
Source: the Open Molecules 2025 dataset
Level of theory: ωB97M-V/def2-TZVPD

As for the total charge: 0. The HOMO energy is -9.1962 eV. Its SMILES is COC[C@H](C)N.COC[C@H](C)N.CCO.CCO.CCO.CCO.CCO.CCO.O. As for the HOMO-LUMO gap: 9.55 eV. Its LUMO energy is 0.3522 eV. The calculation puts the energy relative to the best compared isomer or geometry (same formula, charge and spin) at 0.0 kcal/mol. The calculation puts the total energy at -1584.46814 a.u.

Structure (XYZ):
```
91
Properties=species:S:1:pos:R:3:forces:R:3
H -6.839184 -4.364447 -2.240504 0.1 -0.5 0.2
H -7.277364 -1.943747 -1.747274 -0.2 -0.4 -0.1
H -5.892404 4.987463 2.052466 0.1 0.1 -0.3
H 3.372076 -3.461387 6.083286 -0.1 -0.1 0.1
C 6.763766 5.445963 -0.591304 -0.6 0.7 0.0
H -3.556304 0.215443 5.467296 0.0 0.1 0.2
C -4.596654 -0.038247 7.371006 -0.5 1.5 0.7
H -5.984804 -2.318967 -4.174794 -0.8 0.0 -0.9
H -7.755874 -2.889317 -3.891104 0.2 0.0 -0.7
C -5.773644 7.327533 3.473796 0.8 0.7 -0.6
O 2.139366 -1.390657 7.525536 -0.8 -1.3 0.9
H -1.355124 -7.277757 -7.264684 0.6 0.3 0.1
N 8.325906 -4.977657 -2.577394 1.4 -1.0 -0.1
H 3.800796 -2.363927 4.793936 -0.5 0.0 -0.4
H 1.593606 -1.121907 -2.082894 0.1 0.1 0.1
C 7.126256 -2.148617 -5.006804 -0.2 -0.7 1.3
H -5.325094 -0.026597 5.357986 0.1 0.1 0.0
C -6.430304 6.919363 5.651636 0.9 0.7 0.0
H -4.537474 1.034823 7.553026 0.2 0.3 0.1
C 6.080726 -5.487407 -2.458444 -1.8 -0.8 1.0
H 0.820336 -6.707277 -8.170864 0.1 -0.2 0.4
C -6.745274 -2.734077 -3.513364 0.9 0.6 0.4
H 5.764486 4.276293 0.834796 0.2 0.0 0.4
H 0.879316 -4.502267 -6.999744 0.0 0.3 -0.1
H -5.173154 -3.886947 -2.575224 0.0 0.0 -0.2
H 6.242836 -2.306347 -5.625504 0.2 0.2 -0.6
H -4.879354 6.714283 3.584506 0.0 -0.5 0.5
H 6.978416 3.402613 -0.071324 -0.1 0.0 -0.2
O -1.261944 -0.211767 -0.607624 -0.2 1.2 1.1
C -0.345704 -1.125907 -1.120914 0.2 -0.7 -1.1
C 3.119176 -1.343997 6.526306 0.0 1.3 -0.8
H -5.528714 6.308263 5.693826 0.1 -0.2 0.2
O -0.517294 5.170623 0.386606 0.2 0.1 0.0
H 2.011026 -2.612007 5.334946 0.3 -0.3 -0.8
H -4.284774 -1.361817 5.839636 0.1 -0.1 -0.6
H -0.736904 4.243283 0.296986 0.0 -0.3 0.0
H -5.866104 -0.209317 8.792166 -0.3 -0.1 0.1
C -6.224164 7.152323 2.047116 -0.6 -1.7 -0.2
C 1.029536 -0.493317 -1.393824 -1.1 0.1 0.4
H 8.249336 -3.972227 -2.519534 -0.3 0.2 0.2
H 1.548386 -0.363407 -0.444084 0.2 -0.1 -0.1
O -5.908724 -0.431447 7.859196 1.0 -0.2 -0.5
H 6.316766 -6.086297 -1.578834 0.6 0.1 0.0
H 2.817386 -0.498737 5.907786 0.5 0.4 -0.3
H 5.167326 -6.004937 -2.751624 -0.1 0.3 -0.9
H -2.143644 -0.589617 -0.645564 0.0 0.0 0.0
H -7.045134 7.850643 1.884426 -0.2 0.0 -0.3
C 6.764616 4.357423 0.409036 0.4 -0.8 0.6
N -5.075224 7.365593 1.188496 0.5 1.1 -0.1
H 0.886606 0.506413 -1.803974 0.0 -0.1 -0.3
C 3.070056 -2.541267 5.583036 0.1 0.2 1.6
H -6.172644 -4.727567 -3.842524 0.3 -0.2 0.2
H 7.381446 -6.429487 -3.875464 0.4 -0.1 0.4
H -0.225384 -1.996927 -0.476734 0.1 -0.1 0.3
H 6.565876 6.429813 -0.165884 0.4 0.2 0.5
C -4.419774 -0.282397 5.908486 -0.5 -1.2 -0.1
H 5.788676 -4.518307 -2.053884 0.2 0.2 -0.3
O -1.255264 -6.773587 -8.075514 -0.5 0.0 -2.0
H -5.273244 7.399093 0.198666 -0.6 -0.7 -0.2
H 6.184026 -4.491837 -5.079284 0.0 -0.7 -0.7
H -7.187634 5.536143 0.917766 0.1 -0.2 0.0
H 2.103096 -0.618647 8.094996 0.4 0.1 -0.3
C -0.057334 -5.059187 -7.024774 0.9 0.5 0.4
O -6.825904 7.047453 4.305926 -1.5 -1.3 1.0
H -0.893754 -4.365647 -7.111464 0.1 0.0 -0.2
H 4.105706 -1.130837 6.937906 0.2 -0.2 0.0
H 7.989376 -4.537967 -5.237914 0.1 0.0 -0.2
H 7.034486 -1.189487 -4.497154 0.2 0.0 -0.1
O 7.085226 -3.155867 -3.993704 0.5 1.2 0.3
H -0.839074 -1.480047 -2.026044 0.7 -0.4 -0.5
H 8.091216 -2.266247 -5.499864 -0.2 0.4 -0.6
H 0.162716 -5.441077 -9.066354 -1.3 -0.4 -0.6
H -3.792964 -0.485647 7.955826 0.0 -0.3 0.0
H 7.545796 4.465533 1.161476 -0.2 0.2 0.2
H -6.159114 7.922793 5.979806 0.2 0.1 0.5
H -7.157514 6.522263 6.359856 -0.4 -0.1 -0.7
C -0.041934 -6.040547 -8.179304 0.2 -0.1 2.0
H -4.847374 8.341343 1.315426 0.7 0.4 0.3
H -0.127454 -5.499467 -6.030124 -0.1 -0.5 -0.1
O 7.989166 5.446623 -1.304774 -0.5 0.0 -0.2
C 7.141356 -4.426557 -4.562234 -1.7 -0.6 0.6
H 7.961916 6.192523 -1.908504 0.2 0.0 -0.1
C -6.718654 5.679843 1.891166 -0.2 1.0 0.3
C -6.160794 -4.014207 -3.018474 -0.7 -0.5 0.5
C 7.227246 -5.457377 -3.407144 0.2 1.6 -0.4
H -7.449014 5.477813 2.674666 -0.1 0.0 -0.2
O -6.773914 -1.723597 -2.534464 0.1 0.9 0.7
H -5.448554 8.345813 3.687166 0.3 0.5 -0.2
H -1.338724 5.629783 0.211516 -0.2 0.2 0.0
H 9.164246 -5.105127 -3.126074 0.6 -0.1 0.1
H 5.836696 5.296053 -1.144624 0.3 -0.2 -1.1
```
Positions in Å, forces in eV/Å.